<one>
Here is a 2-piece molecular cluster, C2H10N3O overall from the Open Molecules 2025 dataset. Energies are from the ωB97M-V functional and the def2-TZVPD basis.

Geometry as XYZ:
```
16
C2H10N3O | the Open Molecules 2025 dataset | the ωB97M-V functional and the def2-TZVPD basis
C -0.87 0.06 0.32
C 1.39 -0.08 -0.40
N -1.41 1.24 -0.31
N 2.22 0.81 0.10
N -1.36 -1.28 -0.10
O 1.60 -1.37 -0.02
H -1.00 0.06 1.42
H 1.26 0.04 -1.56
H -0.98 1.28 -1.24
H -1.03 2.02 0.20
H 2.34 0.80 1.08
H 2.81 1.46 -0.55
H -0.52 -2.06 0.08
H -2.20 -1.72 0.38
H -1.34 -1.31 -1.13
H 2.07 -1.44 0.83
```

The value obtained for the HOMO energy is -11.51 eV. The charge is +1. The calculation puts the HOMO-LUMO gap at 0.30200 hartree.

Let us look at the Löwdin charges, expressed in e, one per atom:
1. C -0.2662
2. C -0.3376
3. N 0.0190
4. N 0.0937
5. N 0.1173
6. O -0.0264
7. H 0.1144
8. H 0.1690
9. H 0.0757
10. H 0.0730
11. H 0.1008
12. H 0.1770
13. H 0.2208
14. H 0.1805
15. H 0.1576
16. H 0.1315

<two>
Here is a 2-piece molecular cluster, C2H10N3O overall from the Open Molecules 2025 dataset. Energies are from the ωB97M-V functional and the def2-TZVPD basis.

Geometry as XYZ:
```
16
C2H10N3O | the Open Molecules 2025 dataset | the ωB97M-V functional and the def2-TZVPD basis
C -0.28 -0.35 -0.08
N 0.55 0.49 0.52
N -1.51 0.11 -0.26
N 0.06 -1.62 -0.36
C -2.25 1.28 0.24
H 0.31 1.34 1.04
H 1.46 0.06 0.65
H -2.19 -0.59 -0.58
H -0.52 -2.15 -1.01
H 0.82 -2.09 0.15
H -2.17 1.23 1.34
H -3.32 1.25 -0.03
H -1.83 2.24 -0.10
O 3.28 -0.25 -0.36
H 3.39 -0.94 -1.06
H 4.20 -0.02 -0.10
```

The value obtained for the HOMO energy is -14.56 eV. The charge is +1. The calculation puts the HOMO-LUMO gap at 0.42627 hartree.

Let us look at the Löwdin charges, expressed in e, one per atom:
1. C -0.4451
2. N 0.2165
3. N 0.0213
4. N 0.1974
5. C -0.0344
6. H 0.1450
7. H 0.0938
8. H 0.1560
9. H 0.1393
10. H 0.1415
11. H 0.0987
12. H 0.1071
13. H 0.0992
14. O -0.0795
15. H 0.0676
16. H 0.0757

Energies relative to the minimum, kJ/mol: <one> 404.0; <two> 0.0

<one>
Here is one molecule with the formula CH3IO3S from the Open Molecules 2025 dataset. Energies are from the ωB97M-V functional and the def2-TZVPD basis.

Geometry as XYZ:
```
9
CH3IO3S | the Open Molecules 2025 dataset | the ωB97M-V functional and the def2-TZVPD basis
C -1.21 -0.44 0.16
O 1.80 1.75 0.58
O 0.59 0.97 -1.54
O -0.24 0.29 0.88
S 1.08 0.72 -0.06
I 2.56 -1.23 -0.02
H -0.87 -1.19 -0.68
H -2.08 0.17 -0.29
H -1.63 -1.03 0.96
```

The value obtained for the HOMO energy is -10.58 eV. The charge is 0. The calculation puts the HOMO-LUMO gap at 0.32858 hartree.

Let us look at the Löwdin charges, expressed in e, one per atom:
1. C -0.1779
2. O -0.3411
3. O -0.4055
4. O -0.3492
5. S 0.3338
6. I 0.6265
7. H 0.1185
8. H 0.1183
9. H 0.0766

<two>
Here is one molecule with the formula CH3IO3S from the Open Molecules 2025 dataset. Energies are from the ωB97M-V functional and the def2-TZVPD basis.

Geometry as XYZ:
```
9
CH3IO3S | the Open Molecules 2025 dataset | the ωB97M-V functional and the def2-TZVPD basis
C 1.23 0.40 0.01
O -2.10 -0.74 1.36
O -0.74 -1.65 -0.50
O 0.03 0.33 0.80
S -1.21 -0.51 0.29
I -2.04 1.09 -1.35
H 1.64 1.35 -0.18
H 1.25 -0.05 -0.95
H 1.94 -0.22 0.50
```

The value obtained for the HOMO energy is -10.40 eV. The charge is 0. The calculation puts the HOMO-LUMO gap at 0.34307 hartree.

Let us look at the Löwdin charges, expressed in e, one per atom:
1. C -0.1105
2. O -0.2932
3. O -0.3594
4. O -0.3567
5. S 0.2380
6. I 0.6386
7. H 0.0828
8. H 0.0722
9. H 0.0883

Energies relative to the minimum, kJ/mol: <one> 70.2; <two> 0.0

<one>
Here is a 2-piece molecular cluster, CN2O3S overall from the Open Molecules 2025 dataset. Energies are from the ωB97M-V functional and the def2-TZVPD basis.

Geometry as XYZ:
```
7
CN2O3S | the Open Molecules 2025 dataset | the ωB97M-V functional and the def2-TZVPD basis
C -0.59 1.03 0.72
N 1.95 -0.62 -1.20
N -0.45 -0.26 0.59
O 0.98 -0.98 -1.66
O -0.07 -1.04 1.46
O -0.64 -0.59 -0.65
S -1.18 2.46 0.74
```

The value obtained for the HOMO energy (alpha / beta) is -7.68 / -7.68 eV. The charge is 0. The calculation puts the HOMO-LUMO gap (alpha / beta) at 0.20421 / 0.20387 hartree.

Let us look at the Löwdin charges, expressed in e, one per atom:
1. C -0.5782
2. N 0.2614
3. N -0.5018
4. O 0.0966
5. O -0.0266
6. O -0.0688
7. S 0.8174

<two>
Here is one molecule with the formula CN2O3S from the Open Molecules 2025 dataset. Energies are from the ωB97M-V functional and the def2-TZVPD basis.

Geometry as XYZ:
```
7
CN2O3S | the Open Molecules 2025 dataset | the ωB97M-V functional and the def2-TZVPD basis
C 2.12 0.43 0.07
N 2.73 1.39 -0.12
N -1.65 -0.15 -0.11
O -0.34 -0.51 0.67
O -1.46 -0.20 -1.24
O -2.51 0.01 0.66
S 1.12 -0.98 0.07
```

The value obtained for the HOMO energy is -10.31 eV. The charge is 0. The calculation puts the HOMO-LUMO gap at 0.34683 hartree.

Let us look at the Löwdin charges, expressed in e, one per atom:
1. C -0.5621
2. N 0.0994
3. N -0.4022
4. O -0.4776
5. O 0.1690
6. O 0.2054
7. S 0.9679

Energies relative to the minimum, kJ/mol: <one> 334.6; <two> 0.0

<one>
Here is a 2-piece molecular cluster, CN2O3S overall from the Open Molecules 2025 dataset. Energies are from the ωB97M-V functional and the def2-TZVPD basis.

Geometry as XYZ:
```
7
CN2O3S | the Open Molecules 2025 dataset | the ωB97M-V functional and the def2-TZVPD basis
C -1.44 0.17 0.75
N -1.56 1.18 1.37
N 1.68 -0.01 0.02
O 1.56 1.14 -0.19
O 2.47 -0.87 0.09
O -1.29 -1.20 -1.41
S -1.01 -1.31 0.08
```

The value obtained for the HOMO energy (alpha / beta) is -10.30 / -10.14 eV. The charge is 0. The calculation puts the HOMO-LUMO gap (alpha / beta) at 0.32961 / 0.27881 hartree.

Let us look at the Löwdin charges, expressed in e, one per atom:
1. C -0.5329
2. N 0.1323
3. N -0.2748
4. O 0.1316
5. O 0.1272
6. O -0.5055
7. S 0.9221

<two>
Here is CN2O3S as an isolated structure from the Open Molecules 2025 dataset. Energies are from the ωB97M-V functional and the def2-TZVPD basis.

Geometry as XYZ:
```
7
CN2O3S | the Open Molecules 2025 dataset | the ωB97M-V functional and the def2-TZVPD basis
C 1.20 0.08 0.02
N 1.92 0.99 -0.27
N 0.72 -1.19 -0.04
O -0.42 -1.53 0.29
O -0.77 1.21 0.51
O -2.47 0.16 -0.82
S -1.82 0.23 0.40
```

The value obtained for the HOMO energy is -10.92 eV. The charge is 0. The calculation puts the HOMO-LUMO gap at 0.28022 hartree.

Let us look at the Löwdin charges, expressed in e, one per atom:
1. C -0.2740
2. N 0.2395
3. N 0.0656
4. O -0.0728
5. O -0.4288
6. O -0.3697
7. S 0.8402

Energies relative to the minimum, kJ/mol: <one> 78.4; <two> 0.0

<one>
Here is C22H21Cl5CsN5O4S2 as an isolated structure from the Open Molecules 2025 dataset. Energies are from the ωB97M-V functional and the def2-TZVPD basis.

Geometry as XYZ:
```
60
C22H21Cl5CsN5O4S2 | the Open Molecules 2025 dataset | the ωB97M-V functional and the def2-TZVPD basis
Cs -1.74 0.76 1.21
C -1.10 -2.23 -1.69
C -0.16 -1.99 -0.50
N 0.68 -0.82 -0.67
C 1.67 -0.90 -1.71
C 1.83 0.38 -2.53
S 0.33 1.08 -3.29
C -0.47 -0.34 -4.08
C -1.84 -0.68 -3.49
N -1.82 -1.06 -2.11
H -0.52 -2.58 -2.54
H -1.76 -3.07 -1.42
H -0.76 -1.83 0.40
H 0.40 -2.92 -0.32
H 1.12 -0.52 0.20
H 2.67 -1.14 -1.31
H 1.43 -1.73 -2.39
H 2.17 1.18 -1.88
H 2.59 0.22 -3.30
H -0.60 -0.11 -5.14
H 0.20 -1.20 -4.03
H -2.47 0.21 -3.57
H -2.28 -1.45 -4.15
H -2.64 -0.80 -1.59
Cl 4.27 1.57 0.32
C 3.81 0.56 1.73
C 2.54 0.04 1.77
C 2.29 -0.75 2.88
Cl 0.70 -1.51 3.03
C 3.22 -1.01 3.88
Cl 2.84 -2.02 5.24
C 4.49 -0.46 3.78
Cl 5.68 -0.77 5.00
C 4.80 0.34 2.68
Cl 6.39 1.03 2.55
O -1.27 6.16 -2.60
C -0.04 5.96 -2.19
O 0.86 6.76 -2.39
C 0.21 4.72 -1.40
C 1.45 4.39 -0.90
N 1.31 3.22 -0.26
N 0.06 2.76 -0.30
C -0.63 3.65 -1.00
C -2.11 3.40 -1.21
O -2.75 4.32 -1.80
O -2.57 2.34 -0.76
H -1.90 5.36 -2.33
H 2.40 4.91 -0.98
H 2.02 2.68 0.22
S -3.71 -0.26 3.91
C -3.36 -1.86 3.40
C -3.58 -2.95 4.29
C -3.37 -4.24 3.90
C -2.91 -4.49 2.60
C -2.69 -3.39 1.80
N -2.89 -2.12 2.15
H -3.93 -2.71 5.29
H -3.54 -5.06 4.59
H -2.72 -5.49 2.23
H -2.31 -3.54 0.79
```

The value obtained for the HOMO energy is -2.25 eV. The charge is -2. The calculation puts the HOMO-LUMO gap at 0.21855 hartree.

Let us look at the Löwdin charges, expressed in e, one per atom:
1. Cs 0.9528
2. C -0.2189
3. C -0.2714
4. N -0.0789
5. C -0.2864
6. C -0.4718
7. S 0.8839
8. C -0.4832
9. C -0.2998
10. N -0.0641
11. H 0.0982
12. H 0.1012
13. H 0.0148
14. H 0.1174
15. H 0.0216
16. H 0.1123
17. H 0.0916
18. H 0.0264
19. H 0.0660
20. H 0.0593
21. H 0.0566
22. H 0.1142
23. H 0.1041
24. H 0.1043
25. Cl 0.5927
26. C -0.6864
27. C -0.1348
28. C -0.6945
29. Cl 0.6210
30. C -0.7151
31. Cl 0.6247
32. C -0.7195
33. Cl 0.6160
34. C -0.7223
35. Cl 0.6076
36. O 0.0819
37. C -0.5343
38. O 0.0384
39. C -0.0663
40. C -0.0229
41. N 0.0015
42. N 0.0354
43. C -0.1745
44. C -0.6154
45. O -0.0079
46. O -0.2566
47. H 0.0434
48. H 0.1282
49. H 0.0717
50. S 0.3240
51. C -0.8838
52. C -0.1503
53. C -0.1208
54. C -0.1177
55. C -0.1982
56. N -0.0381
57. H 0.0766
58. H 0.0893
59. H 0.0789
60. H 0.0777

<two>
Here is C22H21Cl5CsN5O4S2 as an isolated structure from the Open Molecules 2025 dataset. Energies are from the ωB97M-V functional and the def2-TZVPD basis.

Geometry as XYZ:
```
60
C22H21Cl5CsN5O4S2 | the Open Molecules 2025 dataset | the ωB97M-V functional and the def2-TZVPD basis
Cs -0.96 0.97 0.49
C 0.91 -2.63 1.48
C 2.30 -1.98 1.42
N 2.25 -0.63 0.90
C 3.12 0.37 1.46
C 2.93 0.59 2.96
S 1.23 0.83 3.54
C 0.78 -0.84 4.12
C -0.35 -1.55 3.36
N -0.13 -1.75 1.96
H 0.99 -3.55 2.09
H 0.63 -2.94 0.47
H 2.96 -2.64 0.84
H 2.73 -1.94 2.42
H 2.19 -0.57 -0.10
H 2.90 1.30 0.94
H 4.19 0.16 1.31
H 3.48 1.49 3.24
H 3.36 -0.22 3.55
H 0.45 -0.74 5.16
H 1.69 -1.44 4.14
H -1.26 -0.95 3.46
H -0.53 -2.50 3.91
H -0.99 -1.88 1.45
Cl -0.32 4.25 0.03
C 1.30 4.13 -0.74
C 1.87 2.89 -0.88
C 3.09 2.90 -1.51
Cl 3.91 1.35 -1.79
C 3.74 4.05 -1.95
Cl 5.30 3.99 -2.72
C 3.12 5.28 -1.77
Cl 3.89 6.74 -2.30
C 1.87 5.33 -1.16
Cl 1.08 6.87 -0.94
O -6.72 -1.75 1.57
C -6.33 -2.24 0.41
O -7.10 -2.83 -0.33
C -4.91 -2.04 0.05
C -4.31 -2.61 -1.06
N -3.02 -2.25 -1.04
N -2.73 -1.47 0.00
C -3.86 -1.32 0.68
C -3.87 -0.47 1.92
O -4.86 -0.60 2.68
O -2.89 0.28 2.08
H -5.93 -1.32 2.07
H -4.72 -3.23 -1.84
H -2.25 -2.49 -1.70
S -0.29 -2.95 -2.79
C -0.24 -1.32 -3.40
C 0.58 -1.00 -4.51
C 0.65 0.29 -4.98
C -0.09 1.28 -4.35
C -0.86 0.90 -3.28
N -0.95 -0.34 -2.80
H 1.15 -1.80 -4.97
H 1.30 0.52 -5.82
H -0.04 2.32 -4.67
H -1.44 1.66 -2.74
```

The value obtained for the HOMO energy is -2.28 eV. The charge is -2. The calculation puts the HOMO-LUMO gap at 0.21596 hartree.

Let us look at the Löwdin charges, expressed in e, one per atom:
1. Cs 0.9704
2. C -0.2010
3. C -0.2141
4. N -0.0753
5. C -0.3185
6. C -0.4804
7. S 0.8379
8. C -0.4644
9. C -0.2921
10. N -0.1221
11. H 0.1098
12. H 0.0979
13. H 0.1127
14. H 0.0844
15. H 0.0991
16. H 0.0657
17. H 0.1073
18. H 0.0637
19. H 0.0580
20. H 0.0614
21. H 0.0564
22. H 0.0981
23. H 0.1123
24. H 0.0530
25. Cl 0.4925
26. C -0.6968
27. C -0.1654
28. C -0.7069
29. Cl 0.5970
30. C -0.7164
31. Cl 0.6043
32. C -0.7192
33. Cl 0.6094
34. C -0.7185
35. Cl 0.6094
36. O 0.0842
37. C -0.5297
38. O 0.0423
39. C -0.0707
40. C -0.0192
41. N 0.0066
42. N 0.0221
43. C -0.1586
44. C -0.6023
45. O 0.0052
46. O -0.2945
47. H 0.0176
48. H 0.1293
49. H 0.0088
50. S 0.4125
51. C -0.8337
52. C -0.1492
53. C -0.1120
54. C -0.1066
55. C -0.2085
56. N 0.0054
57. H 0.0771
58. H 0.0926
59. H 0.0873
60. H 0.0841

Energies relative to the minimum, kJ/mol: <one> 23.3; <two> 0.0

<one>
Here is one molecule with the formula CH2O2S3 from the Open Molecules 2025 dataset. Energies are from the ωB97M-V functional and the def2-TZVPD basis.

Geometry as XYZ:
```
8
CH2O2S3 | the Open Molecules 2025 dataset | the ωB97M-V functional and the def2-TZVPD basis
C 0.69 0.08 -0.07
O 0.35 0.93 0.73
O -2.16 0.17 0.35
S -1.57 1.47 0.84
S 1.71 -1.94 -1.80
S -0.07 -0.93 -1.09
H -1.40 1.34 2.14
H 2.46 -1.11 -1.11
```

The value obtained for the HOMO energy (alpha / beta) is -8.06 / -7.96 eV. The charge is 0. The calculation puts the HOMO-LUMO gap (alpha / beta) at 0.26607 / 0.25724 hartree.

Let us look at the Löwdin charges, expressed in e, one per atom:
1. C -0.7028
2. O -0.2804
3. O -0.6313
4. S 0.9541
5. S 0.3429
6. S 0.5927
7. H -0.0562
8. H -0.2190

<two>
Here is one molecule with the formula CH2O2S3 from the Open Molecules 2025 dataset. Energies are from the ωB97M-V functional and the def2-TZVPD basis.

Geometry as XYZ:
```
8
CH2O2S3 | the Open Molecules 2025 dataset | the ωB97M-V functional and the def2-TZVPD basis
C 0.40 0.45 -0.13
O 1.44 -1.70 1.05
O 2.17 0.52 1.88
S 2.04 0.21 -1.18
S -1.14 -0.36 -0.51
S 1.70 -0.28 0.78
H 0.48 1.51 0.02
H -1.35 -0.91 0.66
```

The value obtained for the HOMO energy is -10.30 eV. The charge is 0. The calculation puts the HOMO-LUMO gap at 0.35051 hartree.

Let us look at the Löwdin charges, expressed in e, one per atom:
1. C -0.9848
2. O -0.3644
3. O -0.3250
4. S 0.6572
5. S 0.7501
6. S 0.3711
7. H 0.0268
8. H -0.1309

<three>
Here is one molecule with the formula CH2O2S3 from the Open Molecules 2025 dataset. Energies are from the ωB97M-V functional and the def2-TZVPD basis.

Geometry as XYZ:
```
8
CH2O2S3 | the Open Molecules 2025 dataset | the ωB97M-V functional and the def2-TZVPD basis
C -0.04 0.73 0.42
O 0.45 -1.51 -0.99
O -0.59 0.33 -2.17
S -1.70 -0.28 0.61
S 1.38 0.22 1.30
S -0.25 -0.31 -0.98
H -0.17 1.69 0.09
H 0.92 -0.88 1.72
```

The value obtained for the HOMO energy is -9.76 eV. The charge is 0. The calculation puts the HOMO-LUMO gap at 0.34562 hartree.

Let us look at the Löwdin charges, expressed in e, one per atom:
1. C -0.9960
2. O -0.3223
3. O -0.2874
4. S 0.6173
5. S 0.7737
6. S 0.3482
7. H 0.0220
8. H -0.1555

<four>
Here is a 2-piece molecular cluster, CH2O2S3 overall from the Open Molecules 2025 dataset. Energies are from the ωB97M-V functional and the def2-TZVPD basis.

Geometry as XYZ:
```
8
CH2O2S3 | the Open Molecules 2025 dataset | the ωB97M-V functional and the def2-TZVPD basis
C -0.44 -0.04 0.04
O 2.09 1.06 0.62
O 1.74 -0.14 -1.44
S 0.42 -1.55 0.88
S -1.66 0.94 0.70
S 1.27 0.12 -0.11
H -1.11 -0.24 -1.69
H -2.32 -0.15 1.00
```

The value obtained for the HOMO energy (alpha / beta) is -9.45 / -9.46 eV. The charge is 0. The calculation puts the HOMO-LUMO gap (alpha / beta) at 0.29401 / 0.29410 hartree.

Let us look at the Löwdin charges, expressed in e, one per atom:
1. C -1.1813
2. O -0.3183
3. O -0.3493
4. S 0.6462
5. S 0.7259
6. S 0.3648
7. H 0.2299
8. H -0.1179

Energies relative to the minimum, kJ/mol: <one> 179.9; <two> 0.0; <three> 24.2; <four> 320.8